[1]
Formula: C6H5NS
Source: the OMol25 dataset
Level of theory: ωB97M-V with the def2-TZVPD basis set

Properties
Electronic energy, eV: -18625.275
E_HOMO, eV: -9.3
E_LUMO, eV: 0.533

Last column: natural (NBO) charge in e.
Element x y z (Å)
C  -1.102  2.324  0.002  -0.17
C  -0.702  1.180  0.002  -0.02
C  -0.201  -0.197  0.000  -0.26
C  0.816  -0.447  1.148  -0.46
C  0.830  -0.456  -1.144  -0.47
C  -1.335  -1.139  0.002  0.29
H  -1.440  3.332  -0.037  0.24
H  0.778  -1.449  1.566  0.23
H  0.770  0.266  1.971  0.24
H  0.762  -1.523  -1.546  0.23
H  0.795  0.262  -1.971  0.24
N  -2.200  -1.906  0.003  -0.29
S  2.228  -0.248  0.004  0.20

***

[2]
Formula: C4H8O2
Source: the OMol25 dataset
Level of theory: ωB97M-V with the def2-TZVPD basis set

Properties
Electronic energy, eV: -8371.011
E_HOMO, eV: -8.4
E_LUMO, eV: 0.821

Last column: natural (NBO) charge in e.
Element x y z (Å)
C  1.188  -1.017  -1.336  -0.25
C  0.566  0.443  0.894  0.00
O  0.433  1.596  1.640  -0.71
C  -0.407  -0.079  0.144  0.27
O  -0.112  -1.082  -0.750  -0.52
C  -1.857  0.275  0.336  -0.67
H  1.366  -1.980  -1.812  0.19
H  2.000  -0.853  -0.621  0.17
H  1.236  -0.206  -2.077  0.18
H  1.517  -0.069  0.997  0.17
H  0.420  2.322  1.002  0.48
H  -2.422  -0.631  0.589  0.23
H  -2.356  0.745  -0.518  0.22
H  -1.923  0.949  1.197  0.24

***

[3]
Formula: C3H5NS2
Source: the OMol25 dataset
Level of theory: ωB97M-V with the def2-TZVPD basis set

Properties
Electronic energy, eV: -26350.395
E_HOMO, eV: -7.9
E_LUMO, eV: -0.478

Last column: natural (NBO) charge in e.
Element x y z (Å)
C  0.999  0.248  0.121  0.21
C  -0.172  -0.543  0.438  -0.47
C  -1.322  0.141  0.080  -0.16
H  2.979  0.420  -0.561  0.40
H  2.515  -1.177  -0.623  0.41
H  1.040  1.341  0.024  0.24
H  -0.055  -1.641  0.485  0.23
H  -3.650  0.405  0.230  0.18
N  2.254  -0.216  -0.093  -0.77
S  -2.989  -0.810  -0.104  -0.06
S  -1.600  1.834  0.004  -0.21

***

[4]
Formula: C7H8
Source: the OMol25 dataset
Level of theory: ωB97M-V with the def2-TZVPD basis set

Properties
Electronic energy, eV: -7387.198
E_HOMO, eV: -9.0
E_LUMO, eV: 1.044

Last column: natural (NBO) charge in e.
Element x y z (Å)
C  0.876  1.925  1.132  -0.65
C  -0.826  0.838  -0.372  -0.21
C  0.242  0.680  0.584  -0.02
C  0.926  -0.507  0.583  -0.21
C  0.381  -1.687  -0.052  -0.20
C  -0.620  -1.492  -0.973  -0.24
C  -1.146  -0.224  -1.173  -0.19
H  0.129  2.385  1.851  0.22
H  1.057  2.865  0.600  0.23
H  1.792  1.721  1.690  0.22
H  -0.944  1.861  -0.713  0.21
H  1.735  -0.722  1.292  0.20
H  0.489  -2.551  0.600  0.22
H  -1.313  -2.291  -1.187  0.21
H  -1.828  -0.083  -1.994  0.21

***

[5]
Formula: C3HBr6F
Source: the OMol25 dataset
Level of theory: ωB97M-V with the def2-TZVPD basis set

Properties
Electronic energy, eV: -426098.590
E_HOMO, eV: -10.0
E_LUMO, eV: -0.568

Last column: natural (NBO) charge in e.
Element x y z (Å)
F  0.825  -1.749  1.460  -0.35
Br  1.171  2.476  -1.664  0.08
Br  -1.114  2.465  0.515  0.08
Br  1.233  0.478  2.977  0.08
Br  -1.620  -0.592  1.754  0.11
Br  -0.412  -0.596  -1.329  0.11
Br  2.611  -0.253  -0.379  0.11
C  0.670  1.729  0.094  -0.41
C  0.340  -0.462  1.469  0.18
C  0.715  0.195  0.126  -0.25
H  1.400  2.129  0.799  0.25

***

[6]
Formula: C7H12F3N4
Source: the OMol25 dataset
Level of theory: ωB97M-V with the def2-TZVPD basis set

Properties
Charge: +1
Electronic energy, eV: -21558.055
E_HOMO, eV: -12.7
E_LUMO, eV: -3.674

Last column: natural (NBO) charge in e.
Element x y z (Å)
C  0.558  -0.085  -2.434  0.13
C  0.171  1.141  -1.725  -0.36
C  -0.097  0.913  -0.392  0.46
C  -0.058  -1.535  -0.646  0.41
C  -1.424  -2.127  -0.886  -0.62
C  0.744  2.704  1.452  -0.47
C  0.009  2.451  -2.430  0.98
N  0.480  -1.237  -1.925  -0.42
N  -0.367  -0.258  0.142  -0.60
N  0.940  -2.232  0.100  -0.84
N  -0.311  2.152  0.560  -0.55
F  -0.175  2.353  -3.714  -0.28
F  -1.054  3.150  -1.982  -0.34
F  1.033  3.270  -2.162  -0.32
H  0.942  -0.161  -3.536  0.25
H  -1.722  -2.679  0.032  0.22
H  -1.277  -2.771  -1.657  0.24
H  -2.128  -1.371  -1.250  0.23
H  1.056  1.980  2.364  0.26
H  1.738  3.055  0.950  0.28
H  0.284  3.720  1.837  0.26
H  -0.155  -0.383  1.131  0.41
H  0.391  -2.810  0.701  0.37
H  1.657  -2.692  -0.385  0.41
H  -0.634  2.886  -0.011  0.45
H  -1.224  1.835  1.037  0.45

***

[7]
Formula: AsF6H20O10
Source: the OMol25 dataset
Level of theory: ωB97M-V with the def2-TZVPD basis set

Properties
Charge: -1
Electronic energy, eV: -97948.873
E_HOMO, eV: -9.3
E_LUMO, eV: 2.201

Last column: natural (NBO) charge in e.
Element x y z (Å)
As  -0.895  -0.846  0.321  2.79
F  -0.232  -2.035  -0.886  -0.63
F  0.079  0.432  -0.455  -0.63
F  -1.566  0.408  1.461  -0.63
F  -1.926  -2.117  1.046  -0.62
F  0.456  -1.174  1.422  -0.63
F  -2.262  -0.427  -0.866  -0.64
O  1.366  -7.159  3.793  -0.94
H  0.630  -6.627  3.491  0.47
H  2.054  -7.007  3.145  0.47
O  0.048  5.441  4.811  -0.94
H  0.712  6.128  4.861  0.46
H  0.428  4.783  4.229  0.48
O  3.033  2.669  2.708  -0.94
H  2.764  1.753  2.634  0.48
H  3.727  2.768  2.057  0.47
O  -6.358  -2.838  -0.295  -0.94
H  -6.836  -2.511  0.467  0.46
H  -5.563  -2.305  -0.325  0.48
O  -1.943  5.619  -0.010  -0.94
H  -2.473  4.955  -0.451  0.47
H  -1.805  5.269  0.870  0.47
O  1.091  -3.634  -6.370  -0.93
H  0.985  -4.510  -6.000  0.47
H  1.794  -3.728  -7.013  0.47
O  -2.093  0.148  -5.898  -0.95
H  -1.469  -0.535  -6.145  0.47
H  -2.204  0.041  -4.954  0.48
O  3.834  3.503  -2.323  -0.94
H  4.678  3.114  -2.094  0.46
H  3.201  3.044  -1.772  0.48
O  4.013  -1.808  -3.432  -0.95
H  3.779  -2.120  -2.558  0.47
H  3.184  -1.794  -3.911  0.48
O  -1.648  1.079  6.455  -0.94
H  -0.697  0.968  6.460  0.47
H  -1.888  1.054  5.529  0.48

***

[8]
Formula: C18H22N2O2S
Source: the OMol25 dataset
Level of theory: ωB97M-V with the def2-TZVPD basis set

Properties
Electronic energy, eV: -36918.324
E_HOMO, eV: -7.2
E_LUMO, eV: -0.189

Last column: natural (NBO) charge in e.
Element x y z (Å)
C  -0.812  3.256  -1.661  -0.61
H  -1.273  4.212  -1.200  0.23
H  0.099  3.281  -1.721  0.20
H  -1.205  3.291  -2.798  0.21
C  -1.302  2.059  -1.252  0.01
N  -0.850  1.937  0.362  -0.47
C  -1.819  2.353  1.208  0.21
C  -2.129  2.609  2.372  -0.35
C  -3.327  2.916  2.949  -0.14
C  -4.460  3.040  2.260  -0.26
C  -4.495  2.467  1.017  -0.23
C  -3.247  2.156  0.297  0.05
C  -2.819  2.012  -1.202  -0.43
H  -3.358  2.510  -1.708  0.19
H  -3.270  0.862  -1.340  0.22
H  -5.195  2.621  0.417  0.18
H  -5.298  3.389  2.721  0.21
H  -3.253  3.271  4.121  0.20
H  -1.345  2.669  3.098  0.19
C  0.449  2.027  0.894  -0.17
C  1.291  1.037  -0.021  -0.05
C  0.989  -0.379  0.099  -0.15
C  1.669  -1.216  -0.622  -0.39
C  3.010  -0.820  -1.103  -0.18
C  3.113  0.410  -1.274  -0.20
C  2.446  1.513  -0.455  -0.16
H  2.945  2.625  -0.461  0.25
H  4.131  0.793  -1.501  0.20
H  3.640  -1.517  -1.718  0.25
S  1.229  -2.786  -0.859  2.16
O  -0.199  -3.091  -0.308  -0.92
O  1.337  -3.248  -2.414  -0.89
N  2.361  -3.635  0.022  -0.68
C  2.646  -4.958  -0.470  -0.42
H  2.601  -5.051  -1.509  0.25
H  3.392  -5.473  0.097  0.21
H  1.667  -5.663  -0.128  0.15
C  2.321  -3.397  1.639  -0.35
H  3.061  -3.860  1.963  0.17
H  1.330  -4.048  1.876  0.22
H  2.220  -2.214  1.697  0.23
H  0.115  -0.710  0.567  0.26
H  0.550  1.824  1.840  0.20
H  0.913  3.149  0.570  0.13
H  -0.905  0.938  -1.610  0.25

***

Q: Number 3 is which compound?
A: C3H5NS2

***

Q: Number 3 is which compound?
A: C3H5NS2

***

Please write out number 3 again, unchanged.
Formula: C3H5NS2
Source: the OMol25 dataset
Level of theory: ωB97M-V with the def2-TZVPD basis set

Properties
Electronic energy, eV: -26350.395
E_HOMO, eV: -7.9
E_LUMO, eV: -0.478

Last column: natural (NBO) charge in e.
Element x y z (Å)
C  0.999  0.248  0.121  0.21
C  -0.172  -0.543  0.438  -0.47
C  -1.322  0.141  0.080  -0.16
H  2.979  0.420  -0.561  0.40
H  2.515  -1.177  -0.623  0.41
H  1.040  1.341  0.024  0.24
H  -0.055  -1.641  0.485  0.23
H  -3.650  0.405  0.230  0.18
N  2.254  -0.216  -0.093  -0.77
S  -2.989  -0.810  -0.104  -0.06
S  -1.600  1.834  0.004  -0.21